Here is a cluster of 4 separate species, C29H33ClN4O4 in total at a distorted geometry from the OMol25 dataset. Energies are from ωB97M-V/def2-TZVPD.

The geometry in XYZ format:
```
71
Properties=species:S:1:pos:R:3:lowdin_charge:R:1
O 4.47886 -4.93781 1.47744 0.06
C 3.39698 -4.70695 1.03870 -0.76
Cl 1.89130 -4.72934 2.02198 0.64
C 3.26662 -4.32871 -0.47552 -0.12
C 3.48295 -2.78526 -0.53750 -0.18
C 2.38004 -1.87358 -0.65522 0.05
C 2.62496 -0.45220 -0.66612 -0.09
C 1.47487 0.57170 -0.74767 -0.10
O 0.78845 0.50982 0.53385 -0.07
C -0.53463 0.89068 0.40147 -0.29
C -1.56531 -0.10058 0.36478 -0.01
C -2.93786 0.26307 0.26148 -0.08
C -3.28663 1.65595 0.16195 -0.08
C -2.25538 2.69438 0.18496 -0.05
C -0.89220 2.26608 0.31850 -0.01
C 3.95867 -0.00826 -0.56355 0.00
C 5.06381 -0.94311 -0.47713 -0.04
C 4.85777 -2.33755 -0.46425 0.05
C 6.34769 -0.07852 -0.38594 -0.37
O 7.47396 -0.35186 -0.70729 0.12
N 5.82780 1.13850 0.12045 0.16
C 4.57412 1.40839 -0.50466 -0.32
O 4.13471 2.47480 -0.84940 0.02
H 4.07854 -4.81390 -1.05621 0.13
H 2.29440 -4.63390 -0.91376 0.11
H 1.36632 -2.30720 -0.71472 0.13
H 1.92574 1.57949 -0.90581 0.10
H 0.74115 0.34725 -1.54994 0.14
H -1.32628 -1.18023 0.42635 0.12
H -3.73351 -0.49825 0.25764 0.10
H -4.35400 1.91358 0.08249 0.07
H -2.51066 3.76566 0.09831 0.08
H -0.08401 3.02169 0.35966 0.12
H 5.72374 -3.01301 -0.38902 0.13
H 6.46982 1.91254 0.27292 0.16
C 1.43976 4.88762 -5.03785 -0.11
C 0.40565 4.86157 -3.91762 -0.27
C 0.98575 5.27453 -2.56205 -0.18
C 2.07163 4.34588 -2.16798 -0.14
N 2.91683 3.61441 -1.85975 0.14
H 2.24787 4.17692 -4.85471 0.07
H 0.97720 4.61547 -5.98795 0.07
H 1.87587 5.88376 -5.14584 0.08
H -0.01692 3.85613 -3.84691 0.11
H -0.41412 5.53674 -4.17333 0.11
H 0.20614 5.25365 -1.79810 0.11
H 1.38605 6.28925 -2.60922 0.12
C 0.32305 -8.23543 3.18590 -0.12
C -0.95258 -9.02861 3.44581 -0.27
C -1.82031 -9.18638 2.19332 -0.19
C -2.23504 -7.85862 1.68847 -0.23
N -2.55790 -6.82424 1.29869 0.14
H 0.10329 -7.21379 2.87117 0.04
H 0.92301 -8.17238 4.09484 0.08
H 0.92970 -8.71094 2.41126 0.08
H -1.52616 -8.53178 4.23206 0.11
H -0.68650 -10.01961 3.82064 0.11
H -2.71250 -9.77027 2.42447 0.11
H -1.26876 -9.70757 1.40853 0.12
C -5.47743 6.18271 2.23743 -0.11
C -6.37546 5.12673 1.60222 -0.26
C -5.60549 4.15149 0.70691 -0.20
C -4.94641 4.86354 -0.40738 -0.24
N -4.41335 5.41298 -1.26798 0.15
H -5.00479 6.81445 1.48289 0.07
H -6.06091 6.83580 2.88791 0.07
H -4.69178 5.71885 2.83879 0.08
H -7.15427 5.62587 1.02040 0.11
H -6.87650 4.56286 2.39213 0.11
H -6.29256 3.41247 0.29044 0.12
H -4.84481 3.62260 1.28318 0.10
```

- orbital gap (hartree) = 0.3276
- E_HOMO (hartree) = -0.3314